This record from the OMol25 dataset describes a structure of composition C31H33N4O4PdS3. The level of theory is ωB97M-V with the def2-TZVPD basis set.

Element x y z (Å)
Pd 1.3326 -0.2442 0.0993
S -1.5077 -2.9915 1.4178
S -5.0352 1.3413 0.4754
S 4.1373 0.9675 0.1639
O 1.1341 1.6667 1.0895
O 5.5218 0.8123 -0.1653
O 3.8076 1.7175 1.3687
O -2.0688 -2.2505 2.6050
N -0.6946 0.0372 0.1338
N 3.3151 -0.3989 0.1945
N 1.6725 -2.2902 -0.1930
N -4.7950 5.8166 -0.4123
C -2.7729 -2.9073 0.1123
C 2.4677 1.4219 -2.0691
C -1.2685 0.1754 1.3317
C -2.8035 -5.2618 0.6420
C 3.4360 1.8822 -1.1899
C 5.5024 -3.3556 0.9501
C -4.9002 3.0855 0.1157
C 1.9624 2.2736 -3.0451
C -2.6852 0.8245 -0.9081
C -4.9550 4.9279 -1.3916
C -1.8277 -4.7623 1.7064
C 3.4588 4.0051 -2.3138
C 0.5034 2.8972 0.6572
C 3.8675 -1.6691 0.4404
C -4.7331 3.9959 1.1483
C 2.3404 -4.9928 -0.1122
C -3.7193 -4.0766 0.3486
C -4.6893 5.3467 0.8305
C 4.6269 -4.3594 0.6542
C 3.9475 3.1729 -1.3227
C 2.9411 -2.6821 0.1775
C -2.5792 0.6049 1.4681
C 2.4506 3.5640 -3.1640
C 5.1314 -1.9917 0.8443
C 1.1109 -4.5853 -0.5417
C 3.3114 -4.0331 0.2483
C -1.3897 0.3732 -0.9700
C -5.0147 3.5568 -1.1831
C 0.8187 -3.2115 -0.5641
C 1.3778 4.0977 0.9252
C -3.3106 0.9196 0.3372
H 3.8594 5.0045 -2.4198
H 4.7235 3.5142 -0.6483
H -3.2357 -1.9246 0.2007
H 0.3615 -5.2921 -0.8694
H 1.5405 4.2295 1.9962
H -0.4339 2.9831 1.2081
H -0.6704 -0.0658 2.1956
H -4.3811 -4.2509 -0.4990
H 2.0715 1.8313 1.3568
H 0.8919 4.9945 0.5395
H -2.2709 -2.9852 -0.8568
H -4.6543 3.6635 2.1750
H -5.0532 5.3320 -2.3931
H 4.9176 -5.3992 0.7247
H -0.8793 0.2521 -1.9163
H 5.8494 -1.2172 1.0662
H -2.2655 -5.5558 -0.2636
H -2.2540 -4.7856 2.7097
H -4.5735 6.0877 1.6136
H -0.8726 -5.2872 1.7093
H 2.0683 4.2185 -3.9368
H -0.1421 -2.8664 -0.9141
H 6.5095 -3.5927 1.2662
H -3.2137 1.0789 -1.8161
H 2.5920 -6.0457 -0.0610
H -5.1689 2.8789 -2.0124
H 2.1633 0.3849 -2.0697
H -3.3614 -6.1287 0.9941
H 2.3452 3.9950 0.4404
H 0.2649 2.8101 -0.4041
H -3.0210 0.6637 2.4527
H 1.2050 1.9164 -3.7315
H -4.3380 -3.8624 1.2231

## Properties
LUMO energy in hartree: -0.124
Energy relative to the best compared isomer or geometry (same formula, charge and spin) in eV: 0.547
Spin multiplicity: 1
HOMO energy in Ha: -0.40010
DFT total energy in eV: -82812.3677
Largest force on an atom in eV/Å: 1.1
Total charge: +1


This record from the OMol25 dataset describes an isolated molecule of C18H38O. The level of theory is ωB97M-V with the def2-TZVPD basis set.

Element x y z (Å)
O -3.7838 -3.8917 -1.8571
C -2.5926 1.4726 1.5127
C -1.4802 0.5978 2.0916
C -1.8464 -1.6553 -1.3473
C -2.7083 -2.3465 -0.2895
C 2.9389 0.5099 -2.9960
C -0.3875 -2.1038 -1.3154
C 2.1002 1.5561 1.9257
C -3.7011 1.7748 2.5138
C 2.8219 -0.9961 -3.2498
C 0.9309 2.5207 1.7418
C -0.0191 2.5538 2.9399
C 3.5312 0.8902 -1.6322
C -3.0514 -3.7910 -0.6590
C -0.7052 1.2218 3.2543
C 2.4760 1.1473 -0.5572
C 3.0967 1.5942 0.7661
C 1.9249 -1.7709 -2.2840
C 0.4580 -1.3500 -2.3397
H -0.7802 3.3156 2.7576
H -3.0255 0.9486 0.6563
H 1.3280 3.5279 1.5894
H 0.3717 -0.2795 -2.1473
H -0.7843 0.3432 1.2900
H -1.8855 -0.5751 -1.1862
H 1.7227 0.5367 2.0253
H -3.3312 2.3835 3.3346
H 0.0666 -1.5380 -3.3420
H 4.2103 0.1022 -1.2990
H -0.3248 -3.1743 -1.5173
H -4.5727 -3.3430 -1.7809
H -4.5104 2.3172 2.0295
H -1.3846 1.3791 4.0946
H 2.4459 -1.1405 -4.2663
H -4.1049 0.8516 2.9247
H 3.9319 0.9307 1.0060
H 4.1243 1.8014 -1.7445
H 1.8958 0.2422 -0.3802
H -1.9230 -0.3378 2.4445
H 1.7920 1.9181 -0.9177
H 2.3022 -1.6585 -1.2665
H 0.5408 2.8631 3.8267
H 3.8244 -1.4303 -3.2084
H -3.6432 -1.7904 -0.1674
H -2.1920 -2.3436 0.6719
H -3.6093 -4.2556 0.1688
H 0.3702 2.2517 0.8469
H -2.2669 -1.8625 -2.3337
H 0.0464 0.5022 3.5859
H -2.1430 -4.3723 -0.8257
H -2.1730 2.4092 1.1424
H 1.9923 -2.8332 -2.5343
H 3.5817 0.9141 -3.7821
H 0.0188 -1.9311 -0.3147
H 2.6234 1.8074 2.8521
H 1.9622 0.9823 -3.1118
H 3.5000 2.6040 0.6600

## Properties
LUMO energy in hartree: 0.034
SMILES: CCCCCCCCCCCCCCCCCCO
Energy relative to the best compared isomer or geometry (same formula, charge and spin) in eV: 0.026
Spin multiplicity: 1
HOMO energy in Ha: -0.37496
DFT total energy in eV: -21330.7622
Largest force on an atom in eV/Å: 0.6
Total charge: 0


This record from the OMol25 dataset describes a cluster of 2 separate species, C9H12N2 in total. The level of theory is ωB97M-V with the def2-TZVPD basis set.

Element x y z (Å)
N -1.8592 -0.3263 -0.3365
N -1.4330 0.6067 0.7405
C -2.0490 0.5572 1.9833
C 1.3613 -0.9377 -1.2765
C -0.5630 -0.2921 0.2179
C 2.7200 -1.0555 -1.3840
C 0.8112 -0.3036 -0.2177
C 3.5230 -0.3709 -0.4061
C 2.9883 0.4116 0.5771
C 1.5909 0.3967 0.7281
C -2.0383 0.5236 -1.4896
H 0.5666 -1.5367 -1.8702
H -2.0490 -0.6441 2.1950
H -1.5781 1.0348 2.8137
H -3.0018 1.1033 1.9677
H -1.1735 1.0352 -1.7627
H 3.4824 0.7165 1.5257
H 3.2062 -1.5709 -2.2055
H -0.8481 -1.6643 1.4613
H 4.5463 -0.4192 -0.4219
H -2.9362 1.0475 -1.4575
H 1.1590 0.8696 1.5212
H -2.1958 -0.2087 -2.4750

## Properties
LUMO energy (alpha / beta) in hartree: 0.038 / -0.069
Energy relative to the best compared isomer or geometry (same formula, charge and spin) in eV: 4.083
Spin multiplicity: 3
HOMO energy (alpha / beta) in Ha: -0.21386 / -0.33851
DFT total energy in eV: -12498.5799
Largest force on an atom in eV/Å: 5.9
Total charge: 0


This record from the OMol25 dataset describes a structure of composition C28H31ClN2OPTb. The level of theory is ωB97M-V with the def2-TZVPD basis set.

Element x y z (Å)
Tb -0.9439 0.9101 0.4660
Cl -0.4681 2.3194 2.4105
P -0.0914 0.9950 -2.1416
O 1.9235 -0.0750 4.1636
N -0.4083 -1.1624 0.7895
N 0.7467 -1.6228 5.3911
C -0.6673 -2.0454 5.5401
C 1.3348 -1.1434 6.6488
C -1.2745 3.3178 -3.2935
C -1.5069 0.2246 -3.0040
C 0.6316 -1.6506 2.9005
C -3.6558 -1.0616 -4.2636
C 2.8019 0.9148 -5.0136
C 2.8183 -1.4092 6.7598
C -1.5130 4.6910 -3.3314
C -0.2846 2.8149 -2.4380
C -2.8165 0.3792 -2.5009
C 0.2753 5.0640 -1.7501
C -3.8717 -0.2968 -3.1138
C -2.3622 -1.2038 -4.7710
C -1.6770 -0.9241 5.3930
C 0.5632 -0.8731 1.7391
C -1.2884 -0.6118 -4.1053
C 1.3752 0.5547 -3.0938
C 2.4104 -0.1647 -2.4618
C 0.1083 -2.9414 2.8237
C 1.1465 -1.0326 4.2051
C -0.7491 5.5693 -2.5576
C 3.6729 -0.1970 -3.0453
C 0.5354 3.6959 -1.7015
C -0.8603 -3.2324 1.8558
C 1.5555 1.0442 -4.3944
C 3.8721 0.3477 -4.3206
C -1.1501 -2.3026 0.8744
H 2.9301 1.2733 -6.0346
H -2.1742 -1.7846 -5.6736
H -1.4739 -4.1352 1.9009
H 0.8351 -1.6952 7.4533
H 1.2811 -0.0824 1.4959
H -0.9521 6.6442 -2.5886
H 4.5046 -0.6403 -2.4994
H -0.3788 -3.5626 -4.1337
H 1.3493 3.3015 -1.0805
H -0.7208 -2.4927 6.5398
H 3.3442 -1.1782 5.8347
H -1.9739 -2.3906 0.1536
H -4.8755 -0.2116 -2.6993
H 0.3961 -3.6932 3.5621
H -1.5479 -0.3877 4.4439
H 4.8635 0.3356 -4.7722
H -2.6887 -1.3482 5.4222
H 0.8854 5.7392 -1.1568
H -3.0234 1.0600 -1.6631
H -4.4867 -1.5590 -4.7625
H 1.1105 -0.0723 6.8091
H -0.2760 -0.7980 -4.4506
H 2.9848 -2.4554 7.0343
H -1.5554 -0.2131 6.2203
H 0.3691 -3.4941 -4.0893
H 0.7313 1.5266 -4.9186
H -0.8980 -2.8367 4.8175
H 3.2196 -0.7801 7.5558
H 2.2116 -0.6641 -1.5106
H -1.8698 2.6304 -3.8984
H -2.3040 5.0725 -3.9708

## Properties
LUMO energy (alpha / beta) in hartree: -0.277 / -0.260
Spin multiplicity: 7
HOMO energy (alpha / beta) in Ha: -0.52718 / -0.52719
DFT total energy in eV: -78797.9681
Largest force on an atom in eV/Å: 2.2
Total charge: +2


This record from the OMol25 dataset describes a structure of composition C3H11O3Ti3. The level of theory is ωB97M-V with the def2-TZVPD basis set.

Element x y z (Å)
Ti 1.0926 -2.0415 -4.9045
Ti 3.7806 -3.2130 0.5806
Ti -1.7071 -5.8963 -1.3883
O -0.1382 1.9753 -2.7107
O -0.5230 -3.0720 4.2501
O -0.1044 -2.6064 -0.3496
C 0.5383 2.9698 -2.0540
C 0.6210 4.1709 -2.9592
C -1.2800 -2.1441 4.9666
H -0.5590 -3.0275 3.2918
H -1.5284 -2.5223 5.9583
H 1.4353 4.8544 -2.7188
H 0.8270 3.9193 -3.9996
H 0.0615 3.2596 -1.1176
H -0.7132 -1.2704 5.2884
H -0.2395 4.8385 -2.9164
H -0.1266 1.1893 -2.1596
H -2.2239 -1.8387 4.5151
H 1.5453 2.6327 -1.8082
H -0.7587 -2.1776 0.2356

## Properties
LUMO energy (alpha / beta) in hartree: -0.291 / -0.280
Spin multiplicity: 10
HOMO energy (alpha / beta) in Ha: -0.48041 / -0.47973
DFT total energy in eV: -78746.3714
Largest force on an atom in eV/Å: 2.3
Total charge: +2


This record from the OMol25 dataset describes a structure of composition C31H29AsN2O9STc. The level of theory is ωB97M-V with the def2-TZVPD basis set.

Element x y z (Å)
Tc -0.0993 -0.4969 0.5707
As 2.9212 -0.6831 1.9442
S 0.7822 1.5728 0.0172
O 1.6111 -1.3519 1.0853
O 1.4348 0.7503 2.8728
O 4.2357 -1.4585 0.9063
O 0.9988 1.9096 -1.3968
O 0.0742 0.2861 2.6627
O -1.5358 -3.9545 -1.8732
O 0.0560 2.6048 0.7660
O -1.4438 -1.3111 -1.0684
O 3.3567 -1.2303 3.4243
N -1.9233 0.1608 1.2353
N -1.9631 1.1185 2.2212
C -1.4846 0.0309 -3.6031
C 0.6740 0.9807 -3.9364
C -3.5737 -4.3045 -0.6261
C 2.9890 3.1199 0.1615
C 5.1439 2.7327 1.1643
C 0.3325 2.3154 4.8140
C 2.0267 -1.0547 -2.4271
C -1.8220 3.1316 4.1389
C -3.1000 -0.4640 1.0882
C 0.2866 -2.4139 -3.5608
C 0.1159 1.9846 -4.7138
C 0.5158 -1.2071 -2.6266
C -2.3458 -2.2105 -0.5239
C 2.5487 1.8619 0.5782
C 3.4216 1.0527 1.2895
C 4.7191 1.4822 1.5720
C -0.1108 -0.0157 -3.3583
C 0.3588 3.2652 5.8296
C -0.8792 1.2363 2.8859
C -1.7878 4.0742 5.1511
C -0.7626 2.2366 3.9547
C -0.6932 4.1491 6.0060
C -3.2891 -1.6707 0.3943
C 4.2674 3.5557 0.4561
C -1.4861 -5.3296 -2.1599
C -1.2538 2.0262 -4.9334
C -4.5601 -3.7411 0.1978
C -0.0064 -1.5147 -1.2051
C -2.4860 -3.5203 -0.9948
C -4.4291 -2.4693 0.6840
C -2.0521 1.0421 -4.3688
H 5.3779 0.8213 2.1214
H 4.1945 -2.4025 1.0939
H 0.7004 -2.1945 -4.5495
H -0.5716 -5.4885 -2.7276
H 0.2662 -2.5434 -0.9530
H -5.4274 -4.3345 0.4661
H -2.6640 3.0739 3.4624
H 4.5851 4.5407 0.1313
H -2.6180 4.7612 5.2711
H -3.6802 -5.3142 -0.9919
H 2.4124 -1.9199 -1.8827
H -0.6617 4.8918 6.7953
H -0.7725 -2.6405 -3.6705
H -1.6939 2.8218 -5.5241
H -3.1263 1.0587 -4.5169
H 6.1486 3.0682 1.3963
H -5.1782 -2.0619 1.3553
H 2.2561 -0.1655 -1.8400
H 1.7344 1.0110 -3.7353
H 0.7891 -3.2992 -3.1586
H -3.9084 -0.1025 1.7135
H 2.3030 3.7447 -0.3964
H -1.4547 -5.9293 -1.2461
H 0.7568 2.7583 -5.1216
H -2.3393 -5.6520 -2.7650
H -2.1300 -0.7277 -3.1822
H 1.1552 1.6304 4.6656
H 1.2216 3.3136 6.4837
H 2.5424 -0.9979 -3.3897

## Properties
LUMO energy (alpha / beta) in hartree: 0.154 / 0.154
Energy relative to the best compared isomer or geometry (same formula, charge and spin) in eV: 7.061
Spin multiplicity: 2
HOMO energy (alpha / beta) in Ha: -0.01689 / -0.05513
DFT total energy in eV: -127892.7055
Largest force on an atom in eV/Å: 0.8
Total charge: -2